Arrangement 1

Here is a cluster of 2 separate species, C6H6N2O2 in total from the Open Molecules 2025 dataset. Energies are from wB97M-V/def2-TZVPD.

ORCA input file:
```
! RIJCOSX wB97M-V def2-TZVPD def2/J DEFGRID3
* xyz 0 1
C 2.7441 1.1802 -1.0496
O -0.2799 0.8147 -2.6831
H -2.1514 -0.3618 3.0051
H -3.6005 1.0296 1.6662
O 2.5292 0.0184 -1.0565
C -0.8545 0.6737 -1.6988
C -0.6390 -0.9573 0.0738
N -0.8590 -0.9256 1.4258
H 2.5460 1.8928 -0.2235
C -1.4470 0.1984 -0.6469
N -2.4805 0.8182 -0.0561
H 0.4035 -0.8235 -0.1887
C -1.9095 -0.4461 1.9212
H 3.1803 1.5288 -2.0318
H -0.9002 -1.8900 -0.2207
C -2.6970 0.5614 1.1725
*
```

Properties
highest occupied orbital energy	-8.320	eV
frontier orbital gap	8.228	eV
lowest unoccupied orbital energy	-0.093	eV

Here are the natural (NBO) charges for atoms 1 to 5, given in e: C 0.279; O -0.425; H 0.181; H 0.188; O -0.505



Arrangement 2

Here is a cluster of 2 separate species, C6H6N2O2 in total from the Open Molecules 2025 dataset. Energies are from wB97M-V/def2-TZVPD.

ORCA input file:
```
! RIJCOSX wB97M-V def2-TZVPD def2/J DEFGRID3
* xyz 0 1
C -4.5768 1.3515 -1.4353
N 2.3990 -1.6514 0.1503
N 0.2145 -0.7832 0.4889
H 2.6289 1.6163 0.7977
H -0.8567 -0.9978 0.7656
C -4.8351 2.4710 -1.7695
C 2.0603 0.6503 1.0825
H -4.2208 0.3977 -1.0809
O 4.1091 -0.5315 1.0075
C 0.9572 -1.9396 0.0754
C 0.7447 0.5200 0.6063
H -5.1109 3.4693 -2.1454
C 2.9508 -0.5877 0.7478
H 3.0658 -2.3938 0.1716
H 0.0144 1.4286 0.6119
O 0.4557 -3.0196 -0.0744
*
```

Properties
highest occupied orbital energy	-9.614	eV
frontier orbital gap	9.805	eV
lowest unoccupied orbital energy	0.190	eV

Here are the natural (NBO) charges for atoms 1 to 5, given in e: C -0.248; N -0.661; N -0.666; H 0.242; H 0.438



So which one wins? Going from most stable to least: arrangement 2, arrangement 1.



Arrangement 1

Here is the molecule C6H6N2O2 from the Open Molecules 2025 dataset. Energies are from wB97M-V/def2-TZVPD.

ORCA input file:
```
! RIJCOSX wB97M-V def2-TZVPD def2/J DEFGRID3
* xyz 0 1
C 2.0130 -0.3434 0.4505
H -2.2899 2.0793 0.2245
N 0.5022 0.3116 -0.0637
H 0.7851 -1.7128 -0.5190
H 1.4172 0.9041 -0.2430
H 4.1710 -0.2202 -0.1786
C -1.2778 -1.2670 -0.2455
H -1.7574 -2.3102 -0.5278
H 1.1240 -0.6590 1.1128
C 3.1512 -0.3502 0.1447
O -3.4493 -0.4599 0.4523
C -2.3377 -0.1689 0.0471
C -0.4197 1.4172 -0.1597
O 0.0616 2.5193 0.0433
N -1.7820 1.2185 -0.1931
C 0.0884 -0.9585 -0.3446
*
```

Properties
highest occupied orbital energy	-8.948	eV
frontier orbital gap	8.817	eV
lowest unoccupied orbital energy	-0.131	eV

Here are the natural (NBO) charges for atoms 1 to 5, given in e: C -0.339; H 0.442; N -0.722; H 0.248; H 0.559



Arrangement 2

Here is a cluster of 2 separate species, C6H6N2O2 in total from the Open Molecules 2025 dataset. Energies are from wB97M-V/def2-TZVPD.

ORCA input file:
```
! RIJCOSX wB97M-V def2-TZVPD def2/J DEFGRID3
* xyz 0 1
C -1.2094 -1.0768 -0.0934
N 1.8242 -0.8551 2.2406
O -0.7323 0.1120 -0.1937
H -3.0713 -0.2040 -0.4798
C 1.6320 -0.1325 1.3896
C -2.7485 -1.1277 0.0309
C 1.5763 0.5238 0.1875
C 1.5547 2.0230 -0.1054
H 2.4576 2.4869 0.0718
N 1.7453 -0.6943 -2.0105
C 1.7991 -0.2087 -0.9963
H -3.1230 -1.1299 1.0194
H -3.0727 -2.1329 -0.5291
O -0.6993 -2.1968 0.0260
H 1.3006 2.1641 -1.1759
H 0.7665 2.4488 0.6184
*
```

Properties
highest occupied orbital energy (alpha / beta)	-10.058 / -9.670	eV
frontier orbital gap (alpha / beta)	7.309 / 6.274	eV
lowest unoccupied orbital energy (alpha / beta)	-2.749 / -3.396	eV

Here are the natural (NBO) charges for atoms 1 to 5, given in e: C 0.737; N -0.156; O -0.419; H 0.216; C 0.190



So which one wins? Going from most stable to least: arrangement 2, arrangement 1.



Arrangement 1

Here is a cluster of 2 separate species, C2H3F2OP in total from the Open Molecules 2025 dataset. Energies are from wB97M-V/def2-TZVPD.

ORCA input file:
```
! RIJCOSX wB97M-V def2-TZVPD def2/J DEFGRID3
* xyz 0 1
F -1.8162 0.4310 -1.6607
F -1.0461 -1.6687 -1.2022
H 0.5196 1.4837 -1.0684
H -1.2038 -1.2119 1.3430
C -0.8930 -0.1341 1.0287
O -0.6343 0.8203 1.6609
P 0.8811 0.2060 -1.5661
H 0.4356 0.7146 -2.9193
C -0.8472 -0.3120 -1.0275
*
```

Properties
highest occupied orbital energy	-9.373	eV
frontier orbital gap	9.720	eV
lowest unoccupied orbital energy	0.347	eV

Here are the natural (NBO) charges for atoms 1 to 5, given in e: F -0.349; F -0.364; H 0.000; H 0.145; C 0.429



Arrangement 2

Here is the molecule C2H3F2OP from the Open Molecules 2025 dataset. Energies are from wB97M-V/def2-TZVPD.

ORCA input file:
```
! RIJCOSX wB97M-V def2-TZVPD def2/J DEFGRID3
* xyz 0 1
P -0.0293 -1.8921 0.7596
H -0.8279 0.4648 0.5889
H 0.9004 0.1623 -0.3965
F -1.2381 -4.0381 -0.7138
H -0.6000 -0.3455 -0.9634
C -0.1247 -0.1034 -0.0690
C -0.2967 -3.8986 0.2491
F -0.8972 -4.4849 1.2432
O 1.0069 -1.6922 1.7433
*
```

Properties
highest occupied orbital energy (alpha / beta)	-8.724 / -8.722	eV
frontier orbital gap (alpha / beta)	7.625 / 7.623	eV
lowest unoccupied orbital energy (alpha / beta)	-1.099 / -1.099	eV

Here are the natural (NBO) charges for atoms 1 to 5, given in e: P 1.463; H 0.260; H 0.255; F -0.360; H 0.213



So which one wins? Going from most stable to least: arrangement 1, arrangement 2.



Arrangement 1

Here is a cluster of 2 separate species, CH5FSi in total from the Open Molecules 2025 dataset. Energies are from wB97M-V/def2-TZVPD.

ORCA input file:
```
! RIJCOSX wB97M-V def2-TZVPD def2/J DEFGRID3
* xyz 0 1
H -1.4228 0.9647 -1.1265
F -1.8956 -0.5821 -0.0401
H -1.3561 1.3800 0.6028
C -1.2713 0.6014 -0.1000
H 1.6540 -0.4428 1.5403
H 1.0485 -1.7283 -0.2475
H 2.1375 0.2007 -0.6887
Si 1.1058 -0.3935 0.0597
*
```

Properties
highest occupied orbital energy	-9.156	eV
frontier orbital gap	9.554	eV
lowest unoccupied orbital energy	0.398	eV

Here are the natural (NBO) charges for atoms 1 to 5, given in e: H 0.159; F -0.362; H 0.167; C -0.083; H -0.159



Arrangement 2

Here is the molecule CH5FSi from the Open Molecules 2025 dataset. Energies are from wB97M-V/def2-TZVPD.

ORCA input file:
```
! RIJCOSX wB97M-V def2-TZVPD def2/J DEFGRID3
* xyz 0 1
C -0.9528 -0.1422 0.1918
Si 0.9329 -0.0293 -0.1851
H 1.0570 0.3249 -1.6258
H -1.1770 0.2493 1.1581
H 1.5746 1.1186 0.7306
F -1.6681 0.9255 -0.4675
H -1.3303 -1.0548 -0.0828
H 1.5637 -1.3921 0.2807
*
```

Properties
highest occupied orbital energy	-11.010	eV
frontier orbital gap	12.052	eV
lowest unoccupied orbital energy	1.042	eV

Here are the natural (NBO) charges for atoms 1 to 5, given in e: C -0.334; Si 0.769; H -0.140; H 0.206; H -0.143



So which one wins? Going from most stable to least: arrangement 2, arrangement 1.